Entry 1:
Molecular formula: C3H7NO
Method: DFT, ωB97M-V/def2-TZVPD

Element x y z (Å)
1 C -1.788 1.719 -1.899
2 C -0.478 2.108 -1.902
3 O -0.302 3.374 -1.657
4 H -2.138 0.741 -1.406
5 H -2.593 2.021 -2.617
6 H 0.310 1.526 -1.498
7 H -1.019 3.749 -1.017
8 C 1.009 -3.535 3.197
9 N 1.651 -3.601 2.034
10 H 1.458 -3.759 4.115
11 H -0.090 -3.503 3.104
12 H 2.474 -4.312 1.971

Values from the calculation:
Energy above the lowest of the compared OMol25 structures with the same formula, charge and spin, kcal per mole: 123.2
Net charge: 0
Lowest unoccupied orbital energy, eV: 0.510

=====

Entry 2:
Molecular formula: C3H7NO
Method: DFT, ωB97M-V/def2-TZVPD

Element x y z (Å)
1 C 1.326 -0.865 -0.650
2 C 0.201 -0.517 0.328
3 N -1.046 -1.078 -0.069
4 C 0.179 1.046 0.411
5 O -0.774 1.695 0.100
6 H 1.602 -1.906 -0.475
7 H 1.039 -0.703 -1.688
8 H 2.235 -0.295 -0.451
9 H 0.615 -0.798 1.306
10 H -1.809 -0.889 0.553
11 H -1.253 -0.878 -1.019
12 H 1.164 1.375 0.782

Values from the calculation:
Energy above the lowest of the compared OMol25 structures with the same formula, charge and spin, kcal per mole: 29.3
Net charge: 0
Lowest unoccupied orbital energy, eV: 0.989

=====

What did the second record say?
Molecular formula: C3H7NO
Method: DFT, ωB97M-V/def2-TZVPD

Element x y z (Å)
1 C 1.326 -0.865 -0.650
2 C 0.201 -0.517 0.328
3 N -1.046 -1.078 -0.069
4 C 0.179 1.046 0.411
5 O -0.774 1.695 0.100
6 H 1.602 -1.906 -0.475
7 H 1.039 -0.703 -1.688
8 H 2.235 -0.295 -0.451
9 H 0.615 -0.798 1.306
10 H -1.809 -0.889 0.553
11 H -1.253 -0.878 -1.019
12 H 1.164 1.375 0.782

Values from the calculation:
Energy above the lowest of the compared OMol25 structures with the same formula, charge and spin, kcal per mole: 29.3
Net charge: 0
Lowest unoccupied orbital energy, eV: 0.989

=====

Look up the lowest unoccupied orbital energy of the second one. 0.989 eV

=====

Look up the energy above the lowest of the compared OMol25 structures with the same formula, charge and spin of the first one. 123.2 kcal per mole

=====

Among the records above, which one has the lowest lowest unoccupied orbital energy? number 1